a:
A cluster of 12 separate species, H23O12 in total. Source: OMol25; level of theory: ωB97M-V/def2-TZVPD.

```
! wB97M-V def2-TZVPD RIJCOSX def2/J DEFGRID3
* xyz -1 1
O 1.83 2.22 -1.76
H 0.99 2.44 -1.34
H 1.75 1.26 -1.78
O 2.34 -0.41 3.84
H 2.57 -0.51 2.90
H 1.65 0.24 3.80
O -1.99 -1.92 -1.09
H -1.24 -1.31 -1.00
O 0.18 2.75 1.74
H -0.76 2.87 1.60
H 0.54 2.57 0.87
O -0.53 -3.50 2.80
H -0.48 -3.15 1.92
H 0.78 0.52 1.19
O 0.18 -0.19 -1.54
H -0.19 -0.18 -2.43
H -1.58 -2.79 -1.03
O -0.88 1.94 -0.64
H -1.29 1.54 0.14
H -0.26 1.13 -0.78
O 1.71 0.31 1.31
H 1.61 -0.59 0.92
H 1.14 -1.16 -1.14
O 4.52 1.37 -0.48
H 3.93 1.76 -1.13
H 3.94 0.97 0.18
O -3.86 0.72 -2.61
H -4.19 0.70 -1.71
H -2.95 1.03 -2.57
O -4.71 -1.20 -0.33
H -4.29 -2.06 -0.47
H -4.84 -0.95 -1.25
O 1.76 -1.81 -0.59
H -0.07 -2.82 3.29
H 2.68 -1.74 -0.85
*
```

Values from the calculation:
HOMO level = -6.96 eV
LUMO energy = 2.757 eV
Gap between HOMO and LUMO = 0.35714 Eh



b:
A cluster of 12 separate species, H23O12 in total. Source: OMol25; level of theory: ωB97M-V/def2-TZVPD.

```
! wB97M-V def2-TZVPD RIJCOSX def2/J DEFGRID3
* xyz -1 1
O -0.41 -1.85 31.02
H -0.98 -1.26 30.53
O 0.15 -4.12 29.42
H -0.25 -3.49 30.05
H 0.11 -4.95 29.92
O -2.64 -3.10 29.98
H -1.89 -2.65 30.35
H -3.06 -3.57 30.72
O -3.23 1.23 30.38
H -3.41 2.08 30.82
H -2.29 1.28 30.23
O -0.95 -3.25 33.12
H -0.74 -2.68 32.34
H -0.66 -2.82 33.94
O 0.50 0.15 32.66
H 0.15 -0.52 32.06
H 1.19 -0.29 33.24
O 1.85 -2.88 31.99
H 1.05 -2.42 31.65
H 2.65 -2.36 31.99
O -2.56 -0.70 32.17
H -1.76 -0.99 31.74
H -2.68 0.20 31.83
O 1.39 -0.51 29.57
H 0.61 -1.05 29.82
H 1.60 -0.89 28.71
O -4.12 -0.83 28.91
H -3.56 -1.57 29.15
H -3.74 -0.02 29.23
O -1.53 -0.49 28.32
H -2.42 -0.57 28.03
H -1.13 0.00 27.67
O -0.55 1.38 30.28
H -0.50 0.82 29.54
H 0.15 1.07 30.86
*
```

Values from the calculation:
HOMO level = -6.78 eV
LUMO energy = 2.915 eV
Gap between HOMO and LUMO = 0.35626 Eh



Least stable: b



a:
An isolated molecule of C7H11NS. Source: OMol25; level of theory: ωB97M-V/def2-TZVPD.

```
! wB97M-V def2-TZVPD RIJCOSX def2/J DEFGRID3
* xyz 0 1
C -0.34 1.40 0.68
C 0.33 -1.85 -0.44
C 0.59 0.77 1.29
C 0.11 1.92 2.04
C -1.34 1.41 -0.42
C -0.48 -2.44 0.57
C 2.02 -0.66 -1.68
N 1.27 -1.12 -0.56
S 1.95 -0.24 1.12
H -0.43 1.74 2.98
H 0.73 2.85 2.32
H -2.44 1.56 -0.13
H -1.23 0.67 -1.12
H -1.13 2.31 -0.99
H 0.04 -2.41 1.57
H -0.95 -3.39 0.31
H -1.51 -1.96 0.68
H 2.54 0.36 -1.46
H 2.79 -1.49 -1.86
H 1.33 -0.47 -2.58
*
```

Values from the calculation:
HOMO level (alpha / beta) = -7.27 / -7.27 eV
LUMO energy (alpha / beta) = 0.478 / 0.478 eV
Gap between HOMO and LUMO (alpha / beta) = 0.28478 / 0.28475 Eh



b:
An isolated molecule of C7H11NS. Source: OMol25; level of theory: ωB97M-V/def2-TZVPD.

```
! wB97M-V def2-TZVPD RIJCOSX def2/J DEFGRID3
* xyz 0 1
C -0.44 -2.28 -0.26
C -2.32 -0.60 -0.40
C -0.05 -1.02 0.53
C -1.01 0.11 -0.21
C 1.38 -0.67 0.65
C -0.39 0.34 -1.60
C -1.11 1.44 0.59
N -1.50 -2.51 -0.85
S -3.88 -0.44 -0.30
H 0.33 -3.14 -0.27
H -0.50 -1.18 1.61
H 1.83 -1.45 1.35
H 1.53 0.36 1.15
H 1.70 -0.52 -0.41
H 0.69 0.53 -1.35
H -0.89 1.19 -2.10
H -0.50 -0.59 -2.15
H -1.95 1.39 1.36
H -1.18 2.31 -0.06
H -0.24 1.45 1.28
*
```

Values from the calculation:
HOMO level (alpha / beta) = -7.94 / -7.94 eV
LUMO energy (alpha / beta) = -0.116 / -0.116 eV
Gap between HOMO and LUMO (alpha / beta) = 0.28762 / 0.28765 Eh



Least stable: a



a:
An isolated molecule of C7H11NS. Source: OMol25; level of theory: ωB97M-V/def2-TZVPD.

```
! wB97M-V def2-TZVPD RIJCOSX def2/J DEFGRID3
* xyz 0 1
C -0.92 2.47 0.19
C -0.74 1.01 0.09
C -2.05 0.32 -0.36
C 0.49 0.41 0.01
S 2.08 1.22 0.21
C 2.97 -0.24 -0.02
C 2.14 -1.28 -0.22
N 0.73 -0.97 -0.23
C -0.12 -2.05 0.34
H -0.02 2.87 0.51
H -1.25 2.71 -0.76
H -1.47 2.55 1.06
H -2.02 -0.61 -0.85
H -2.70 0.12 0.45
H -2.70 0.94 -1.04
H 4.06 -0.31 -0.19
H 2.56 -2.18 -0.40
H -0.88 -1.73 1.09
H -0.76 -2.42 -0.57
H 0.59 -2.84 0.72
*
```

Values from the calculation:
HOMO level = -6.76 eV
LUMO energy = 0.930 eV
SMILES string = CC(C)=C1SC=CN1C
Gap between HOMO and LUMO = 0.28278 Eh



b:
An isolated molecule of C7H11NS. Source: OMol25; level of theory: ωB97M-V/def2-TZVPD.

```
! wB97M-V def2-TZVPD RIJCOSX def2/J DEFGRID3
* xyz 0 1
C -2.05 0.28 0.06
C -0.17 2.01 -0.57
C -1.04 -0.76 -0.15
C 0.38 -0.26 0.04
C -0.44 3.47 -0.93
C -1.22 -2.09 0.61
C 1.45 -0.96 -0.82
N 0.62 1.16 -0.19
S -3.43 0.45 0.83
H -1.21 -1.15 -1.21
H 0.76 -0.32 1.09
H -1.34 3.57 -1.45
H 0.47 3.70 -1.55
H -0.39 3.82 0.05
H -0.58 -2.80 0.27
H -2.26 -2.35 0.63
H -0.93 -1.88 1.68
H 1.46 -0.45 -1.76
H 1.14 -2.03 -0.83
H 2.41 -0.97 -0.33
*
```

Values from the calculation:
HOMO level (alpha / beta) = -6.73 / -6.32 eV
LUMO energy (alpha / beta) = 0.345 / 0.502 eV
Gap between HOMO and LUMO (alpha / beta) = 0.26013 / 0.25066 Eh



Least stable: b



a:
An isolated molecule of C5H6S2. Source: OMol25; level of theory: ωB97M-V/def2-TZVPD.

```
! wB97M-V def2-TZVPD RIJCOSX def2/J DEFGRID3
* xyz 0 1
C -0.11 -0.74 1.05
C -0.55 0.39 0.61
C 0.54 -0.08 -1.80
C 0.62 -1.84 0.31
C -0.69 1.77 0.31
S 0.31 1.20 -2.71
S 0.89 -1.67 -1.52
H -0.46 -1.01 2.11
H 1.52 -1.86 0.79
H 0.06 -2.77 0.26
H -1.76 2.07 0.57
H -0.35 2.12 -0.77
H -0.04 2.42 0.80
*
```

Values from the calculation:
HOMO level (alpha / beta) = -7.09 / -7.25 eV
LUMO energy (alpha / beta) = 0.230 / -0.049 eV
Gap between HOMO and LUMO (alpha / beta) = 0.26897 / 0.26456 Eh



b:
An isolated molecule of C5H6S2. Source: OMol25; level of theory: ωB97M-V/def2-TZVPD.

```
! wB97M-V def2-TZVPD RIJCOSX def2/J DEFGRID3
* xyz 0 1
C 0.26 0.90 -0.02
C 0.01 -0.36 -0.06
C -2.66 -0.06 -0.06
C -0.74 2.01 0.42
C 0.13 -1.74 -0.14
S -3.19 -1.51 -0.16
S -2.61 1.49 -0.04
H 1.19 1.50 -0.22
H -0.72 2.30 1.48
H -0.60 2.71 -0.29
H 0.24 -2.15 -1.19
H -0.99 -2.17 -0.06
H 0.97 -2.09 0.53
*
```

Values from the calculation:
HOMO level (alpha / beta) = -6.93 / -7.24 eV
LUMO energy (alpha / beta) = 0.239 / -0.137 eV
Gap between HOMO and LUMO (alpha / beta) = 0.26349 / 0.26114 Eh



Least stable: b